1.
A 2-piece molecular cluster, C10H17N3O2 overall, computed with ωB97M-V/def2-TZVPD.

Summary:
SMILES: Cc1cc(N(C)C)n(C(C)C)n1.O=C=O
Frontier orbital gap (eV): 8.313
LUMO level (Eh): 0.0264
HOMO energy (eV): -7.59

The geometry in ORCA input format:
```
! RIJCOSX wB97M-V def2-TZVPD def2/J DEFGRID3
* xyz 0 1
C -0.30682 0.45768 1.79760
C 0.89628 -0.26864 1.65208
C -0.91560 0.55058 0.57134
C 4.28732 0.82627 -0.34570
C 1.90788 -0.69837 2.81376
C -0.17603 -2.60745 -0.97418
C 0.69292 -0.80795 -2.66099
C -2.71207 1.88704 1.30069
C -2.30224 1.70879 -1.11140
C -0.21924 -1.11355 -1.47011
N 1.15597 -0.68143 0.44917
N 0.12218 -0.26089 -0.37738
N -2.10407 1.07150 0.15721
O 4.08939 0.39675 0.70527
O 4.44455 1.28251 -1.39974
H -0.73934 0.85138 2.68310
H 2.38965 -1.60638 2.59605
H 2.70028 0.15552 2.80463
H 1.26438 -0.56341 3.65594
H 0.89459 -3.01172 -0.93142
H -0.69548 -3.25496 -1.69272
H -0.64313 -2.69180 -0.03892
H 1.02789 0.30637 -2.53980
H 0.12765 -0.80592 -3.55404
H 1.52688 -1.52824 -2.60686
H -1.91646 2.46372 1.57989
H -3.53203 2.19488 0.79908
H -2.97162 1.23659 2.14510
H -1.53238 1.28273 -1.75330
H -3.38677 1.42317 -1.43166
H -2.22032 2.80455 -1.05268
H -1.15421 -0.99933 -1.77002
*
```

2.
A 2-piece molecular cluster, C10H17N3O2 overall, computed with ωB97M-V/def2-TZVPD.

Summary:
Frontier orbital gap (alpha / beta) (eV): 8.564 / 8.930
LUMO level (alpha / beta) (Eh): 0.0216 / 0.0252
HOMO energy (alpha / beta) (eV): -7.98 / -8.24

The geometry in ORCA input format:
```
! RIJCOSX wB97M-V def2-TZVPD def2/J DEFGRID3
* xyz 0 1
C -1.45760 -1.61631 2.34357
C -1.99305 -0.97461 3.45634
C -0.15178 -1.20273 2.38710
C 0.60693 0.67617 -0.71324
C 0.03705 -0.71886 -1.10488
C -0.41899 1.71973 -0.11681
C 1.59734 1.26172 -1.69006
C 0.47867 -1.04677 -2.47919
C -1.49788 -0.94245 -0.85809
C 1.19580 0.31710 3.91584
N -1.06000 -0.31646 4.12030
N 0.05885 -0.43296 3.48998
N 1.32950 -1.07542 0.73699
O 1.38300 0.22776 0.45153
O 0.67705 -1.65163 -0.26428
H -1.84545 -2.47191 1.81997
H -3.01468 -0.95483 3.70517
H -0.95893 1.11260 0.55055
H -0.92447 2.12352 -0.99439
H 0.06726 2.48778 0.48375
H 2.58512 0.82031 -1.80896
H 1.85195 2.24471 -1.28905
H 1.17166 1.42993 -2.69055
H 0.39152 -0.30486 -3.31457
H 0.04501 -2.01206 -2.84796
H 1.63168 -1.16623 -2.32516
H -1.65160 -2.06208 -0.97644
H -2.21109 -0.56091 -1.49615
H -1.84163 -0.75093 0.13510
H 0.98837 1.23050 4.41875
H 1.72382 -0.27759 4.56716
H 1.94477 0.56479 3.09162
*
```

Decreasing stability: 1, 2

1.
A 3-piece molecular cluster, C3H12NO3S overall, computed with ωB97M-V/def2-TZVPD.

Summary:
Frontier orbital gap (eV): 7.841
LUMO level (Eh): 0.1085
HOMO energy (eV): -4.89

The geometry in ORCA input format:
```
! RIJCOSX wB97M-V def2-TZVPD def2/J DEFGRID3
* xyz -1 1
C -0.72832 -1.26000 0.23736
O 0.35360 -2.04364 -0.19215
C -0.48365 0.20704 0.65128
C -1.82059 0.71776 1.23098
S -1.61156 2.07321 2.45607
N -0.22670 0.95667 -0.57198
H -1.50784 -1.28309 -0.55694
H -1.24302 -1.72307 1.11094
H 0.20187 0.23778 1.52161
H -2.16822 -0.06063 1.92691
H -2.66551 0.81585 0.54344
H -0.76732 2.83596 1.77366
H 0.22576 0.42357 -1.31475
H 0.45556 1.66950 -0.32237
H 2.53104 -0.27460 -1.32058
H 2.85599 0.42705 0.05462
O 3.23157 0.22741 -0.80268
H 0.84216 -1.71927 -1.10003
H 1.05987 -1.14733 -3.10102
O 1.46534 -1.08018 -2.22436
*
```

2.
A 3-piece molecular cluster, C3H12NO3S overall, computed with ωB97M-V/def2-TZVPD.

Summary:
Frontier orbital gap (eV): 7.359
LUMO level (Eh): 0.1194
HOMO energy (eV): -4.11

The geometry in ORCA input format:
```
! RIJCOSX wB97M-V def2-TZVPD def2/J DEFGRID3
* xyz -1 1
C -0.53575 0.22190 -1.27539
O 0.32293 -0.84044 -1.19316
C -0.13986 1.12703 -0.15582
C -0.98203 2.37186 0.13532
S -0.18435 3.41268 1.47691
N 1.27301 1.65579 -0.27257
H -0.69654 0.68597 -2.24348
H -1.45086 -0.32323 -0.88643
H -0.17879 0.38925 0.73434
H -2.00598 2.14397 0.50286
H -1.06243 3.02871 -0.72374
H 1.17882 2.93342 1.34157
H 1.26749 2.24707 -1.08993
H 1.88117 0.86605 -0.56161
H -0.14318 -3.68954 0.68892
H -0.58104 -4.88902 1.64466
O -0.52835 -4.68683 0.71368
H 0.42956 -1.73466 -0.20886
H 1.52506 -2.65123 0.63628
O 0.61112 -2.26874 0.73646
*
```

Decreasing stability: 1, 2

1.
A 7-piece molecular cluster, CH16O6S overall, computed with ωB97M-V/def2-TZVPD.

Summary:
SMILES: CS.O.O.O.O.O.O
Frontier orbital gap (eV): 9.284
LUMO level (Eh): 0.0117
HOMO energy (eV): -8.97

The geometry in ORCA input format:
```
! RIJCOSX wB97M-V def2-TZVPD def2/J DEFGRID3
* xyz 0 1
C 0.04477 1.78907 1.83767
S 0.93503 0.19679 1.98276
H 0.52387 2.46517 1.10491
H -1.11704 1.59074 1.60531
H 0.13157 2.27953 2.79301
H 2.04084 0.80176 2.44913
H -1.80391 -3.21304 0.89279
H -1.31178 -2.85569 -0.52782
O -2.08048 -2.76725 0.09675
H 2.06116 -1.49008 -1.02916
H 1.92568 -0.15780 -1.67937
O 2.55658 -0.78738 -1.35991
H 0.59512 2.74909 -2.34809
H 0.36353 3.63562 -1.23441
O 0.72594 2.79522 -1.35659
H 0.14647 -0.06915 -1.00712
H -0.54815 -0.65856 -2.14981
O -0.09518 -0.95804 -1.39494
H -1.65640 0.52025 -1.13869
H -2.52464 1.48578 -1.88363
O -1.61205 1.28296 -1.71353
H -0.21649 -2.65304 2.67067
H 0.91395 -3.09292 1.63641
O 0.00161 -2.88901 1.75364
*
```

2.
A 7-piece molecular cluster, CH16O6S overall, computed with ωB97M-V/def2-TZVPD.

Summary:
SMILES: CS.O.O.O.O.O.O
Frontier orbital gap (eV): 8.921
LUMO level (Eh): -0.0081
HOMO energy (eV): -9.14

The geometry in ORCA input format:
```
! RIJCOSX wB97M-V def2-TZVPD def2/J DEFGRID3
* xyz 0 1
C 0.23134 -0.07802 3.04222
S 0.61646 1.60962 3.53716
H -0.81904 -0.38107 3.02308
H 0.55788 -0.33829 1.99603
H 0.82364 -0.82594 3.60941
H 1.03664 2.15849 2.34010
H -0.06875 0.02868 -3.47537
H 1.05426 1.10955 -3.04541
O 0.13436 0.79031 -2.92435
H -2.72431 1.57264 2.00677
H -2.46096 0.58012 3.27122
O -2.83702 0.72831 2.42173
H -0.23175 -3.35373 -1.58802
H -0.83635 -3.95231 -0.16167
O -0.25696 -3.40257 -0.64605
H -1.03360 0.37182 -1.05489
H -0.70277 -1.21562 -1.20662
O -1.35916 -0.53431 -1.02414
H 1.68734 -1.16532 -3.44872
H 1.94236 -1.80477 -2.13940
O 1.45481 -1.96396 -2.95646
H 0.79262 3.58281 -1.12342
H 1.67798 2.80584 -0.11582
O 1.32098 3.67773 -0.33740
*
```

Decreasing stability: 1, 2

1.
A 2-piece molecular cluster, C15H18 overall, computed with ωB97M-V/def2-TZVPD.

Summary:
SMILES: CCc1ccccc1.Cc1ccccc1
Frontier orbital gap (eV): 9.708
LUMO level (Eh): 0.0336
HOMO energy (eV): -8.79

The geometry in ORCA input format:
```
! RIJCOSX wB97M-V def2-TZVPD def2/J DEFGRID3
* xyz 0 1
C 0.55362 1.94505 -3.69877
C -2.44443 0.14688 -1.16631
C -1.95165 -0.50302 -2.29621
C -1.89892 1.42425 -0.92992
C -1.14215 0.14891 -3.19398
C -0.97530 2.06562 -1.74758
C -0.58337 1.37292 -2.89125
H -3.25203 -0.19143 -0.50634
H -2.33321 -1.48050 -2.56217
H -2.41617 2.08169 -0.24708
H -0.77954 -0.25020 -4.14254
H -0.56718 3.05352 -1.58923
H 0.52406 3.02537 -3.78937
H 0.49640 1.53541 -4.71348
H 1.48353 1.52402 -3.31843
C 1.58415 0.53084 2.68100
C 1.54557 1.61866 1.56971
C 0.92559 -0.74064 2.26859
C 0.84731 -1.36881 0.99098
C 0.47323 -1.55601 3.30827
C 0.49710 -2.70890 0.82595
C -0.28408 -2.68281 3.09297
C -0.12392 -3.35988 1.89414
H 2.61878 0.37620 3.01321
H 1.25951 1.09100 3.58236
H 1.34821 2.62778 1.90536
H 1.24736 -0.87472 0.09319
H 0.62899 -1.14282 4.30666
H 0.82453 -3.25167 -0.04746
H -0.83991 -3.29588 3.81463
H -0.77048 -4.20997 1.72940
H 0.97466 1.44328 0.67326
H 2.52972 1.60585 1.09049
*
```

2.
A 2-piece molecular cluster, C15H18 overall, computed with ωB97M-V/def2-TZVPD.

Summary:
SMILES: CCc1ccccc1.Cc1ccccc1
Frontier orbital gap (eV): 9.519
LUMO level (Eh): 0.0329
HOMO energy (eV): -8.62

The geometry in ORCA input format:
```
! RIJCOSX wB97M-V def2-TZVPD def2/J DEFGRID3
* xyz 0 1
C -0.74505 -1.10276 -4.20936
C 1.71452 1.51013 -1.75473
C 1.40369 1.76967 -3.07550
C 1.24780 0.28584 -1.28182
C 0.74430 0.83784 -3.95119
C 0.46809 -0.58667 -2.13149
C 0.12067 -0.25822 -3.39347
H 2.25198 2.15534 -1.12145
H 1.61856 2.71955 -3.47754
H 1.43995 -0.06417 -0.21143
H 0.56858 1.00649 -4.98885
H 0.34449 -1.58241 -1.68224
H -1.74612 -0.69034 -4.68065
H -1.18128 -1.99844 -3.69091
H -0.21236 -1.43482 -5.09792
C 0.30844 0.71959 3.67894
C 1.76306 0.82237 3.31321
C -0.50164 0.13874 2.66970
C -1.89198 0.43882 2.71543
C -0.04543 -0.83464 1.76577
C -2.62302 -0.38782 1.94732
C -0.92821 -1.70314 1.09761
C -2.26945 -1.59729 1.22202
H 0.52022 -0.07372 4.47224
H -0.10769 1.60334 4.14124
H 2.29168 -0.03152 3.56135
H -2.33924 1.44978 3.10443
H 0.97671 -0.98355 1.59848
H -3.68242 0.02963 1.86121
H -0.52701 -2.40720 0.38495
H -3.16837 -2.25935 0.87435
H 2.21855 1.50695 4.01509
H 1.96798 1.00195 2.32521
*
```

3.
A 2-piece molecular cluster, C15H18 overall, computed with ωB97M-V/def2-TZVPD.

Summary:
SMILES: CCc1ccccc1.Cc1ccccc1
Frontier orbital gap (eV): 9.876
LUMO level (Eh): 0.0349
HOMO energy (eV): -8.93

The geometry in ORCA input format:
```
! RIJCOSX wB97M-V def2-TZVPD def2/J DEFGRID3
* xyz 0 1
C 1.12187 2.53415 -4.03631
C 1.38096 -1.10440 -1.85904
C 1.78437 -1.09625 -3.17386
C 0.95724 0.04268 -1.21504
C 1.62172 0.06823 -3.93295
C 0.74340 1.19698 -1.95781
C 1.08167 1.21066 -3.31329
H 1.49016 -2.08366 -1.40216
H 2.23117 -1.94408 -3.67760
H 0.70703 -0.05761 -0.16751
H 1.93139 0.19337 -4.96091
H 0.42871 2.12290 -1.49415
H 1.08181 2.47193 -5.11982
H 2.09030 2.99842 -3.82842
H 0.33604 3.16703 -3.63369
C -0.79614 -2.42479 2.59813
C 0.04862 -2.67544 1.33030
C -1.10670 -0.93485 2.66300
C -0.60069 -0.10958 3.65174
C -1.81085 -0.33934 1.59330
C -0.86334 1.25679 3.72232
C -2.13520 1.00114 1.65579
C -1.64975 1.77905 2.71729
H -1.75456 -2.94307 2.52836
H -0.36108 -2.74234 3.54671
H 0.22918 -1.73680 0.82248
H -0.04597 -0.65449 4.41068
H -2.17983 -0.89532 0.73854
H -0.37588 1.75733 4.54484
H -2.73794 1.43976 0.87378
H -1.91100 2.83288 2.71156
H -0.71442 -3.15915 0.71338
H 0.93488 -3.30158 1.34948
*
```

Decreasing stability: 3, 1, 2

1.
A 2-piece molecular cluster, H2N3O2S overall, computed with ωB97M-V/def2-TZVPD.

Summary:
Frontier orbital gap (alpha / beta) (eV): 6.559 / 6.577
LUMO level (alpha / beta) (Eh): 0.1071 / 0.1073
HOMO energy (alpha / beta) (eV): -3.64 / -3.66

The geometry in ORCA input format:
```
! RIJCOSX wB97M-V def2-TZVPD def2/J DEFGRID3
* xyz -1 1
N -1.31303 -0.77595 0.21824
N -0.20981 -0.49852 -0.20533
N 0.13971 0.72546 -0.59012
O 1.28645 -0.68250 1.12149
O 1.35161 0.85222 -0.92608
S -1.04377 1.83733 -0.82971
H -1.80233 -0.03090 0.54420
H 1.59117 -1.42714 0.66730
*
```

2.
An isolated ion of composition H2N3O2S and charge -1, computed with ωB97M-V/def2-TZVPD.

Summary:
Frontier orbital gap (eV): 7.853
LUMO level (Eh): 0.1558
HOMO energy (eV): -3.61

The geometry in ORCA input format:
```
! RIJCOSX wB97M-V def2-TZVPD def2/J DEFGRID3
* xyz -1 1
N -2.03883 0.34129 0.19870
N 1.66993 -0.63292 -0.15835
N -0.79237 0.55278 0.17831
O -0.05962 1.56813 0.14775
O -2.18866 -0.95531 0.09236
S -0.11444 -1.08631 -0.07617
H 1.79435 0.08451 0.61431
H 1.72964 0.12784 -0.99691
*
```

Decreasing stability: 2, 1

1.
CH2BrClO as an isolated structure, computed with ωB97M-V/def2-TZVPD.

Summary:
Frontier orbital gap (eV): 9.718
LUMO level (Eh): -0.0149
HOMO energy (eV): -10.12

The geometry in ORCA input format:
```
! RIJCOSX wB97M-V def2-TZVPD def2/J DEFGRID3
* xyz 0 1
C 0.02598 -0.14972 0.31194
O -0.92159 -0.62846 -0.34892
Cl 0.00393 2.09229 -0.02753
Br 1.92527 -0.55513 0.02302
H -0.16132 -0.14430 1.31914
H -0.87228 -0.61468 -1.27765
*
```

2.
A 2-piece molecular cluster, CH2BrClO overall, computed with ωB97M-V/def2-TZVPD.

Summary:
Frontier orbital gap (eV): 9.090
LUMO level (Eh): -0.0116
HOMO energy (eV): -9.41

The geometry in ORCA input format:
```
! RIJCOSX wB97M-V def2-TZVPD def2/J DEFGRID3
* xyz 0 1
C -0.15296 -0.20562 -0.64577
O 0.11675 -0.16495 1.25928
Cl -1.01639 -1.60348 -0.95547
Br 0.80790 1.42259 1.68714
H -0.64237 0.66951 -0.51393
H 0.88708 -0.11805 -0.83125
*
```

Decreasing stability: 1, 2